No. 1
One molecule with the formula C4H8O3 at a distorted geometry, computed with ωB97M-V with the def2-TZVPD basis set.

```
15
C4H8O3 (ωB97M-V with the def2-TZVPD basis set)
O -1.8486 -0.4056 -0.9331
O -1.8039 -0.8705 1.5367
O 1.2528 0.5158 1.1106
C 0.5698 -0.1295 0.0360
C -0.9811 0.4039 -0.3340
C 1.3691 0.0445 -1.2472
C -1.3604 0.2748 1.0872
H 0.4855 -1.2104 0.2274
H 1.5296 1.1053 -1.4461
H 0.8389 -0.4126 -2.0829
H 2.3406 -0.4473 -1.1672
H -1.5628 1.1341 1.7267
H 1.9624 -0.0524 1.4323
H -1.8897 -1.4088 0.6983
H -0.9022 1.4588 -0.6446
```

Calculated values
charge: 0
2S+1: 1
LUMO: -0.50 eV



No. 2
One molecule with the formula CCl2F2 at a distorted geometry, computed with ωB97M-V with the def2-TZVPD basis set.

```
5
CCl2F2 (ωB97M-V with the def2-TZVPD basis set)
Cl 0.0911 1.6358 0.3356
Cl -1.1200 -1.0818 0.0340
F 0.7910 -0.1861 -1.2684
F 0.9637 -0.7585 0.6374
C 0.2832 -0.1529 -0.1008
```

Calculated values
charge: 0
2S+1: 1
LUMO: 0.69 eV
structure (SMILES): FC(F)(Cl)Cl



No. 3
C7H10O as an isolated structure at a distorted geometry, computed with ωB97M-V with the def2-TZVPD basis set.

```
18
C7H10O (ωB97M-V with the def2-TZVPD basis set)
O 1.5702 1.3033 -0.3257
C -0.3775 -1.5502 0.0984
C 0.2452 -0.1174 0.4294
C -0.4361 0.5725 1.3811
C -1.0402 0.2418 -1.4051
C 0.3278 0.4370 -0.7794
C -1.1839 -1.1822 -0.8937
C 1.8322 0.3391 0.6491
H -1.0401 -0.3631 2.2397
H -1.9657 -1.7276 -1.4736
H -0.0616 -2.3436 0.6622
H 0.4890 1.3230 1.7010
H -0.7809 0.5548 -2.5570
H 2.7769 -0.3882 0.3458
H 1.8136 0.9096 1.6371
H 1.0050 -0.1151 -1.4342
H -1.8137 0.8800 -0.9428
H -1.3602 1.2261 0.6676
```

Calculated values
charge: 0
2S+1: 1
LUMO: 0.92 eV



No. 4
A 2-piece molecular cluster, C7H9N3S overall at a distorted geometry, computed with ωB97M-V with the def2-TZVPD basis set.

```
20
C7H9N3S (ωB97M-V with the def2-TZVPD basis set)
S -3.3148 0.8487 0.5506
N -2.3367 -1.0206 -0.8112
N -3.6851 -1.2846 -0.8099
N -1.4205 3.0163 -1.0471
C 1.4191 -0.9568 -0.8288
C -2.0135 -0.0154 -0.1441
C 0.8428 0.3933 -1.0945
C -0.0560 1.0338 -0.0457
C -0.7878 2.2024 -0.5259
C -4.3045 -0.3678 -0.1393
C 0.3642 0.9527 1.4203
H 0.6023 -0.0398 1.5381
H -0.3794 1.3499 2.2354
H 0.2326 0.2626 -2.0921
H 1.3483 1.5295 1.5320
H 1.6919 1.0765 -1.2789
H 0.7834 -1.7906 -0.6098
H -5.3408 -0.4907 -0.0336
H 1.8924 -1.3563 -1.7584
H 2.3102 -0.8342 0.0122
```

Calculated values
charge: 0
2S+1: 1
LUMO: -0.32 eV



The following energy relative to the best compared isomer or geometry (same formula, charge and spin) values (in kcal per mole) correspond, in order, to the records above: 102.71 30.44 212.53 113.79.
The following gap between HOMO and LUMO values (in eV) correspond, in order, to the records above: 7.80 12.31 10.35 9.27.